Entry from OMol25: the molecule C3H5N3O (ωB97M-V with the def2-TZVPD basis set).

Geometry as XYZ:
```
12
Properties=species:S:1:pos:R:3:nbo_charge:R:1
N -2.094 0.457 -0.739 -0.811
C -0.788 0.259 -0.274 0.279
C 0.101 1.176 0.212 -0.218
N 1.265 0.437 0.436 -0.546
C 0.982 -0.839 0.133 0.631
O 1.958 -1.732 0.399 -0.676
N -0.233 -1.011 -0.322 -0.552
H -2.587 1.202 -0.264 0.373
H -2.628 -0.401 -0.688 0.382
H 0.041 2.246 0.347 0.217
H 2.115 0.695 0.910 0.420
H 1.887 -2.512 -0.161 0.501
```

The energy above the lowest of the compared OMol25 structures with the same formula, charge and spin is 55.3 kJ/mol. The LUMO energy is 0.82 eV.